Record 1
Here is the molecule C4H5N from the OMol25 dataset. Energies are from the ωB97M-V functional and the def2-TZVPD basis.

Its orbital gap is 10.78 eV. The calculation puts the strongest force on any atom at 3.1 eV/A. For the energy above the lowest of the compared OMol25 structures with the same formula, charge and spin, the calculation gives 199.88 kJ/mol. Its total energy is -5716.775 eV. As for the lowest unoccupied orbital energy: 0.866 eV.

Last columns: bonded neighbours and bond lengths (Å).
CARTESIAN COORDINATES (ANGSTROEM)
1 C 0.720 -1.017 -0.019  C4 1.293, N5 1.357, H6 1.019
2 C 2.292 0.928 0.071  N5 1.176
3 C -0.944 0.763 -0.025  C4 1.501, H7 1.087, H8 1.075, H10 1.107
4 C -0.516 -0.668 0.130  C1 1.293, C3 1.501, H9 1.036
5 N 1.715 -0.095 0.009  C1 1.357, C2 1.176
6 H 0.979 -2.000 -0.095  C1 1.019
7 H -1.983 0.797 0.293  C3 1.087
8 H -0.315 1.424 0.544  C3 1.075
9 H -1.250 -1.395 0.073  C4 1.036
10 H -0.698 1.264 -0.980  C3 1.107

---

Record 2
Here is a cluster of 2 separate species, C4H5N in total from the OMol25 dataset. Energies are from the ωB97M-V functional and the def2-TZVPD basis.

Its orbital gap (spin up / spin down) is 8.26 / 7.33 eV. The calculation puts the strongest force on any atom at 5.9 eV/A. For the energy above the lowest of the compared OMol25 structures with the same formula, charge and spin, the calculation gives 611.04 kJ/mol. Its total energy is -5712.514 eV. As for the lowest unoccupied orbital energy (spin up / spin down): -0.161 / -0.059 eV.

Last columns: bonded neighbours and bond lengths (Å).
CARTESIAN COORDINATES (ANGSTROEM)
1 C -2.273 -1.776 0.026  C2 1.254, H6 1.022
2 C -1.915 -0.582 -0.111  C1 1.254, C3 1.316
3 C -1.388 0.624 -0.084  C2 1.316, N5 1.254
4 C 1.240 0.242 0.006  H7 1.056, H8 1.151, H9 1.080
5 N -1.623 1.843 0.090  C3 1.254, H10 1.059
6 H -2.605 -2.733 0.166  C1 1.022
7 H 1.000 0.822 0.856  C4 1.056
8 H 1.822 0.748 -0.848  C4 1.151
9 H 1.012 -0.813 0.011  C4 1.080
10 H -0.987 2.669 0.277  N5 1.059

---

Record 3
Here is the molecule C4H5N from the OMol25 dataset. Energies are from the ωB97M-V functional and the def2-TZVPD basis.

Its orbital gap is 10.43 eV. Its structure (SMILES) is C#C[C@@H]1CN1. The calculation puts the strongest force on any atom at 7.9 eV/A. For the energy above the lowest of the compared OMol25 structures with the same formula, charge and spin, the calculation gives 517.32 kJ/mol. Its total energy is -5713.485 eV. As for the lowest unoccupied orbital energy: 0.790 eV.

Last columns: bonded neighbours and bond lengths (Å).
CARTESIAN COORDINATES (ANGSTROEM)
1 C 1.712 1.693 -0.210  C2 1.282, H6 1.135
2 C 0.549 1.169 -0.084  C1 1.282, C3 1.406
3 C -0.342 0.129 0.235  C2 1.406, C4 1.493, N5 1.361, H7 1.064
4 C -0.181 -1.341 0.031  C3 1.493, N5 1.567, H8 1.146, H9 1.198
5 N -1.202 -0.391 -0.683  C3 1.361, C4 1.567, H10 1.239
6 H 2.301 2.661 -0.286  C1 1.135
7 H -0.756 0.459 1.158  C3 1.064
8 H -0.436 -1.924 0.984  C4 1.146
9 H 0.640 -1.578 -0.809  C4 1.198
10 H -2.287 -0.877 -0.334  N5 1.239

---

Record 4
Here is the ion C4H5N2 with charge +1 from the OMol25 dataset. Energies are from the ωB97M-V functional and the def2-TZVPD basis.

As for the total charge: +1. Its orbital gap (spin up / spin down) is 7.30 / 7.83 eV. The calculation puts the strongest force on any atom at 2.2 eV/A. For the energy above the lowest of the compared OMol25 structures with the same formula, charge and spin, the calculation gives 288.70 kJ/mol. Its total energy is -7197.560 eV. As for the lowest unoccupied orbital energy (spin up / spin down): -6.926 / -6.899 eV.

Last columns: bonded neighbours and bond lengths (Å).
CARTESIAN COORDINATES (ANGSTROEM)
1 C 0.525 0.430 -1.146  C2 1.393, N5 1.382, H7 1.078
2 C -0.193 -0.757 -1.010  C1 1.393, N6 1.287, H8 1.085
3 C 0.181 0.722 1.078  C4 1.430, N5 1.285
4 C -0.761 -0.346 1.213  C3 1.430, N6 1.391, H9 1.103, H10 1.107
5 N 0.945 0.940 0.068  C1 1.382, C3 1.285, H11 1.021
6 N -0.582 -1.204 0.133  C2 1.287, C4 1.391
7 H 0.874 0.865 -2.068  C1 1.078
8 H -0.297 -1.419 -1.863  C2 1.085
9 H -0.658 -0.901 2.160  C4 1.103
10 H -1.774 0.091 1.301  C4 1.107
11 H 1.738 1.579 0.132  N5 1.021

---

Record 5
Here is the ion C4H5N2 with charge +1 from the OMol25 dataset. Energies are from the ωB97M-V functional and the def2-TZVPD basis.

As for the total charge: +1. Its orbital gap is 9.81 eV. Its structure (SMILES) is C#[N+][C@@H]1[C@H]2CN21. The calculation puts the strongest force on any atom at 5.3 eV/A. For the energy above the lowest of the compared OMol25 structures with the same formula, charge and spin, the calculation gives 330.85 kJ/mol. Its total energy is -7197.123 eV. As for the lowest unoccupied orbital energy: -5.119 eV.

Last columns: bonded neighbours and bond lengths (Å).
CARTESIAN COORDINATES (ANGSTROEM)
1 C 0.900 -0.565 -2.531  N2 1.143, H7 1.067
2 N 0.280 -0.167 -1.658  C1 1.143, C3 1.461
3 C -0.170 0.483 -0.430  N2 1.461, C4 1.563, N6 1.458, H8 1.014
4 C 0.445 -0.148 0.862  C3 1.563, C5 1.473, N6 1.465, H9 1.070
5 C -0.765 0.221 1.617  C4 1.473, N6 1.447, H10 1.058, H11 1.034
6 N -0.888 -0.503 0.370  C3 1.458, C4 1.465, C5 1.447
7 H 1.556 -1.000 -3.251  C1 1.067
8 H -0.493 1.443 -0.424  C3 1.014
9 H 1.287 -0.752 1.131  C4 1.070
10 H -0.996 -0.181 2.568  C5 1.058
11 H -1.156 1.168 1.747  C5 1.034

---

Record 6
Here is the ion C4H5N2 with charge +1 from the OMol25 dataset. Energies are from the ωB97M-V functional and the def2-TZVPD basis.

As for the total charge: +1. Its orbital gap (spin up / spin down) is 9.08 / 9.08 eV. Its structure (SMILES) is C[N+]#CN1C=C1. The calculation puts the strongest force on any atom at 3.2 eV/A. For the energy above the lowest of the compared OMol25 structures with the same formula, charge and spin, the calculation gives 442.34 kJ/mol. Its total energy is -7195.967 eV. As for the lowest unoccupied orbital energy (spin up / spin down): -5.070 / -5.070 eV.

Last columns: bonded neighbours and bond lengths (Å).
CARTESIAN COORDINATES (ANGSTROEM)
1 C -2.238 0.567 1.026  N2 1.544, H7 1.116, H8 1.129, H9 1.088
2 N -1.120 -0.096 0.194  C1 1.544, C3 1.192
3 C -0.037 -0.541 -0.028  N2 1.192, N4 1.463
4 N 1.046 -0.252 -0.968  C3 1.463, C5 1.530, C6 1.470
5 C 2.518 0.094 -0.737  N4 1.530, C6 1.287, H10 1.064
6 C 2.250 -0.970 -1.410  N4 1.470, C5 1.287, H11 1.068
7 H -2.698 1.455 0.531  C1 1.116
8 H -1.743 1.007 1.940  C1 1.129
9 H -3.072 -0.066 1.321  C1 1.088
10 H 3.001 0.742 -0.045  C5 1.064
11 H 2.093 -1.942 -1.824  C6 1.068

---

Record 7
Here is the ion C4H5N2 with charge +1 from the OMol25 dataset. Energies are from the ωB97M-V functional and the def2-TZVPD basis.

As for the total charge: +1. Its orbital gap (spin up / spin down) is 7.95 / 6.91 eV. The calculation puts the strongest force on any atom at 4.3 eV/A. For the energy above the lowest of the compared OMol25 structures with the same formula, charge and spin, the calculation gives 679.77 kJ/mol. Its total energy is -7193.506 eV. As for the lowest unoccupied orbital energy (spin up / spin down): -6.863 / -7.466 eV.

Last columns: bonded neighbours and bond lengths (Å).
CARTESIAN COORDINATES (ANGSTROEM)
1 C -0.337 -0.715 1.320  C2 1.260, C3 1.833, N5 1.331
2 C -0.426 -1.495 2.306  C1 1.260, H7 1.047
3 C 0.954 0.227 0.423  C1 1.833, N6 1.291, H8 1.071
4 C -0.094 0.708 -1.719  N6 1.397, H9 1.035, H10 1.083, H11 1.113
5 N -0.943 -0.414 0.173  C1 1.331, N6 1.287
6 N -0.057 0.346 -0.371  C3 1.291, C4 1.397, N5 1.287
7 H -0.316 -1.976 3.229  C2 1.047
8 H 1.576 0.955 0.904  C3 1.071
9 H 0.723 0.289 -2.198  C4 1.035
10 H -1.025 0.287 -2.076  C4 1.083
11 H -0.054 1.788 -1.990  C4 1.113

---

Record 8
Here is a cluster of 2 separate species, C4H5N2 in total from the OMol25 dataset. Energies are from the ωB97M-V functional and the def2-TZVPD basis.

As for the total charge: +1. Its orbital gap (spin up / spin down) is 11.54 / 3.53 eV. The calculation puts the strongest force on any atom at 3.4 eV/A. For the energy above the lowest of the compared OMol25 structures with the same formula, charge and spin, the calculation gives 508.70 kJ/mol. Its total energy is -7195.279 eV. As for the lowest unoccupied orbital energy (spin up / spin down): -3.931 / -8.491 eV.

Last columns: bonded neighbours and bond lengths (Å).
CARTESIAN COORDINATES (ANGSTROEM)
1 C -2.207 -1.347 -0.024  C2 1.221, H7 1.048
2 C -2.294 -0.131 -0.102  C1 1.221, N6 1.293
3 C 0.827 0.631 -0.188  N5 1.202
4 C 3.234 -0.046 -0.077  N5 1.341, H8 1.097, H9 1.024
5 N 1.925 0.211 0.061  C3 1.202, C4 1.341
6 N -2.466 1.143 0.032  C2 1.293, H10 1.003, H11 1.004
7 H -2.297 -2.336 -0.359  C1 1.048
8 H 3.434 -1.019 -0.542  C4 1.097
9 H 3.880 0.700 0.199  C4 1.024
10 H -1.711 1.729 -0.271  N6 1.003
11 H -3.404 1.349 -0.260  N6 1.004

---

Record 9
Here is the ion C4H5N2O2 with charge -1 from the OMol25 dataset. Energies are from the ωB97M-V functional and the def2-TZVPD basis.

As for the total charge: -1. Its orbital gap (spin up / spin down) is 7.47 / 7.47 eV. Its structure (SMILES) is C[N-]NC(=O)C=C=O. The calculation puts the strongest force on any atom at 3.5 eV/A. For the energy above the lowest of the compared OMol25 structures with the same formula, charge and spin, the calculation gives 317.23 kJ/mol. Its total energy is -11302.801 eV. As for the lowest unoccupied orbital energy (spin up / spin down): 4.170 / 4.170 eV.

Last columns: bonded neighbours and bond lengths (Å).
CARTESIAN COORDINATES (ANGSTROEM)
1 C -1.830 -0.195 -0.072  N2 1.505, H9 1.122, H10 1.070, H11 1.085
2 N -0.784 -0.001 0.994  C1 1.505, N3 1.429
3 N 0.070 1.082 0.623  N2 1.429, C4 1.359, H12 1.048
4 C 1.303 0.931 0.073  N3 1.359, O5 1.252, C6 1.472
5 O 2.061 1.901 -0.156  C4 1.252
6 C 1.539 -0.437 -0.417  C4 1.472, C7 1.294, H13 1.089
7 C 0.797 -1.445 -0.091  C6 1.294, O8 1.192
8 O 0.426 -2.569 -0.235  C7 1.192
9 H -2.023 0.744 -0.655  C1 1.122
10 H -1.381 -0.883 -0.757  C1 1.070
11 H -2.829 -0.458 0.260  C1 1.085
12 H 0.115 1.916 1.256  N3 1.048
13 H 2.538 -0.586 -0.824  C6 1.089